(1)
C8H6BrNO | the ωB97M-V functional and the def2-TZVPD basis

```
17
Properties=species:S:1:pos:R:3:forces:R:3
Br -2.153549 -5.030870 -1.372401 0.20 0.65 -0.06
O 0.296391 -2.608996 0.827461 0.71 0.97 0.62
N -1.395129 -3.373871 -0.774897 -0.70 -1.31 -0.25
C -0.416367 -0.647707 -0.169961 -0.58 0.93 -0.41
C 0.369561 1.429982 0.803140 -0.92 -1.66 -0.96
C 1.276495 -0.640823 1.621785 0.52 -0.55 0.42
C -1.121745 -1.066899 -1.239769 1.07 0.54 0.72
C -1.530132 -2.405792 -1.571148 -0.06 1.50 -0.71
C 0.371943 -1.375184 0.790331 -0.32 -3.22 0.08
C 1.271215 0.680818 1.598216 1.73 0.82 0.99
C -0.443956 0.762541 -0.049218 1.51 1.47 1.19
H 2.053750 1.226633 2.161774 -0.72 -0.30 -0.18
H 1.956379 -1.219344 2.227099 0.04 -0.05 0.06
H -1.295602 -0.194355 -1.922489 -0.67 -1.51 0.26
H 0.429276 2.453119 0.925542 -0.36 2.06 -0.14
H -1.996899 -2.245201 -2.517995 -0.76 -1.66 -1.04
H -1.147116 1.191971 -0.694838 -0.69 1.33 -0.59
```
Forces are in eV/Å.

The SMILES is O=C1C=CC=C/C1=C/C=N/Br. The total charge is 0. Its spin multiplicity is 1.

Partial charges, Löwdin, in e: 0.58 0.07 -0.34 -0.15 -0.05 -0.01 0.01 -0.31 -0.34 -0.08 -0.04 0.13 0.12 0.13 0.08 0.10 0.09

(2)
C8H6ClO3S | the ωB97M-V functional and the def2-TZVPD basis

```
19
Properties=species:S:1:pos:R:3:forces:R:3
Cl -1.965276 2.569643 2.495585 -0.17 0.45 0.35
S -0.453739 0.305414 1.978713 -0.02 -0.94 -1.38
O -2.831398 1.180345 -0.115724 -4.10 -2.42 0.54
O 0.816544 0.544402 2.698943 0.37 0.45 0.91
O -1.245079 2.377747 -1.067527 0.35 0.56 -0.24
C 1.266221 -1.793754 -1.671880 0.61 2.19 3.14
C 2.041077 -0.864755 -0.890876 -0.21 0.49 -1.24
C 1.481973 -0.187990 0.175831 -1.99 -1.96 -1.18
C -0.956597 1.844753 1.191352 -0.49 1.13 0.18
C -1.828334 1.801697 -0.134822 3.95 1.18 -0.56
C -0.630537 -1.380593 -0.229854 -2.08 0.14 0.40
C -0.067401 -1.955047 -1.337455 1.40 -0.46 -0.58
C 0.152535 -0.530301 0.454278 0.72 1.61 2.03
H -1.696369 -1.502062 0.132192 1.30 -0.01 -0.91
H -0.140427 2.557761 1.021993 0.12 -0.64 0.22
H 2.973948 -0.507364 -1.339986 0.16 -0.58 0.57
H 1.825641 0.482675 0.902570 1.53 1.03 0.37
H -0.611808 -2.528624 -1.998156 -1.43 -1.53 -1.01
H 1.869026 -2.413949 -2.265176 -0.03 -0.65 -1.61
```
Forces are in eV/Å.

The total charge is -1. Its spin multiplicity is 1.

Partial charges, Löwdin, in e: 0.54 0.90 0.00 -0.55 -0.05 -0.07 -0.07 -0.06 -0.74 -0.89 -0.09 -0.09 -0.36 0.14 0.08 0.10 0.07 0.07 0.08

These records have ΔE to the lowest compared entry with this formula, charge and spin values of 2.1068, 0.0000 eV, in the order they appear.
These records have frontier orbital gap values of 0.260, 0.300 Ha, in the order they appear.